Molecular formula: C27H56BCl42O3S
Method: DFT, ωB97M-V with the def2-TZVPD basis set

```
130
Properties=species:S:1:pos:R:3:forces:R:3
C -1.3673 2.4930 0.0140 -0.212 -0.120 0.009
C -2.7460 2.5724 -0.6651 -0.404 -0.089 -0.197
B -2.8509 1.3329 -1.5856 1.239 0.923 0.091
O -1.9799 1.1519 -2.6075 -0.996 -0.618 -0.187
S -4.1687 -0.0096 -1.4438 -0.303 -0.400 -0.243
C -5.0843 0.0840 0.1138 -0.506 -0.701 -0.057
C -6.5170 0.5319 -0.1490 0.414 0.428 -0.203
O -6.5906 1.8572 0.3341 -0.559 0.480 -0.064
C -7.7872 2.5184 0.0101 -1.553 -0.018 1.758
C -7.9171 2.9773 -1.4038 -0.455 0.128 0.228
O -8.6286 2.6900 0.8754 1.913 -0.274 -1.605
H -1.2360 3.2889 0.7307 -0.117 0.159 0.330
H -1.2586 1.5309 0.4945 0.253 0.051 0.314
H -0.5823 2.6085 -0.7179 0.251 -0.137 -0.254
H -2.7292 3.4472 -1.3118 -0.257 0.263 -0.131
H -3.5511 2.7059 0.0478 -0.150 0.060 0.164
H -2.1234 1.8716 -3.2389 0.607 0.137 -0.309
H -3.4944 -1.1921 -1.3807 0.127 0.227 0.240
H -4.6151 0.7211 0.8467 0.313 0.201 0.029
H -5.1187 -0.9252 0.5003 0.334 -0.316 0.095
H -6.7433 0.5059 -1.2137 -0.074 -0.115 -0.200
H -7.2141 -0.1257 0.3565 -0.208 -0.053 0.318
H -7.1540 3.6967 -1.6622 0.413 0.062 -0.050
H -8.8797 3.4558 -1.4816 -0.282 0.203 -0.069
H -7.9167 2.1557 -2.1061 0.265 -0.266 -0.188
C -0.7598 0.4349 -6.0220 0.150 -0.110 0.012
Cl -0.1779 -0.1927 -7.5609 -0.089 0.007 -0.032
Cl -1.7291 1.9058 -6.2342 -0.031 -0.006 0.146
H -1.3752 -0.3200 -5.5482 -0.065 0.005 -0.044
H 0.0936 0.6715 -5.3979 0.030 0.075 -0.043
C -5.5506 1.6664 -5.4312 0.005 -0.157 -0.107
Cl -6.9383 0.8310 -4.7249 0.030 -0.016 -0.003
Cl -4.6674 2.6073 -4.2161 -0.025 0.170 0.145
H -4.8764 0.9307 -5.8525 0.040 -0.012 0.053
H -5.8997 2.3446 -6.1997 -0.050 0.076 0.071
C -4.4027 -4.0510 -0.5652 -0.237 -0.166 -0.041
Cl -4.2772 -5.1806 -1.9092 0.074 0.201 0.109
Cl -2.8538 -3.2429 -0.2275 -0.037 0.128 -0.010
H -5.1424 -3.2963 -0.8111 0.006 0.011 -0.031
H -4.7068 -4.5953 0.3211 0.085 -0.006 0.042
C -5.7048 4.9954 1.4723 -0.021 0.028 0.143
Cl -5.2009 5.5918 -0.1223 -0.009 -0.124 -0.070
Cl -5.7215 6.2822 2.6739 0.008 -0.036 0.000
H -6.7034 4.5853 1.3925 -0.059 0.063 -0.020
H -5.0066 4.2310 1.7912 0.061 0.025 -0.018
C 1.3488 -0.1625 1.0288 0.119 0.242 0.016
Cl 1.1505 1.0898 2.2519 0.042 0.026 -0.231
Cl -0.2165 -0.7774 0.4503 -0.028 -0.324 -0.084
H 1.8863 0.2522 0.1843 -0.090 0.027 -0.044
H 1.8950 -0.9887 1.4592 -0.036 -0.137 0.121
C 3.3540 -1.4911 -8.2772 -0.059 0.009 -0.060
Cl 4.7614 -0.4307 -8.3942 -0.124 -0.074 0.058
Cl 2.9402 -1.8515 -6.5972 -0.003 -0.066 0.045
H 2.5105 -0.9943 -8.7412 -0.001 0.069 0.051
H 3.5751 -2.4199 -8.7884 0.082 -0.026 0.058
C 7.5354 1.8170 -8.5722 -0.012 -0.087 -0.004
Cl 7.9167 2.5626 -10.1305 -0.012 0.075 0.063
Cl 7.3007 3.0285 -7.3079 0.021 -0.035 0.082
H 6.6206 1.2473 -8.6726 0.014 0.117 -0.094
H 8.3560 1.1704 -8.2866 0.063 0.063 0.004
C 7.6565 -0.2851 -12.2685 0.051 0.011 -0.133
Cl 6.0248 -0.5680 -11.6440 0.042 0.089 -0.035
Cl 8.7661 -1.5821 -11.8111 0.027 0.030 0.000
H 7.6098 -0.2309 -13.3492 -0.039 -0.104 -0.014
H 8.0227 0.6469 -11.8569 -0.028 -0.083 0.049
C 2.8404 -1.1736 5.3786 -0.062 0.177 0.318
Cl 1.4435 -0.0916 5.3558 0.097 -0.363 0.104
Cl 3.2849 -1.7548 3.7625 0.019 -0.068 -0.033
H 3.6862 -0.6317 5.7928 -0.152 -0.074 -0.095
H 2.6009 -2.0339 5.9914 -0.040 -0.047 -0.063
C 5.7379 0.9898 4.2128 0.095 0.025 -0.099
Cl 5.8725 0.5071 5.9153 0.131 0.075 -0.027
Cl 4.8846 2.5231 4.0200 -0.020 -0.021 -0.017
H 6.7373 1.0931 3.8082 0.034 0.065 0.077
H 5.1910 0.2213 3.6821 -0.080 -0.032 0.050
C -6.6434 -7.9451 -2.1217 0.029 -0.062 -0.058
Cl -6.8077 -9.6879 -1.9122 -0.007 -0.012 -0.044
Cl -7.6615 -7.0404 -0.9868 0.078 0.083 -0.023
H -5.6112 -7.6714 -1.9480 0.001 -0.015 0.145
H -6.9366 -7.6871 -3.1323 -0.106 -0.015 0.015
C 4.1605 -5.5161 2.3013 0.050 -0.045 0.082
Cl 3.3571 -4.2743 1.3266 -0.053 0.027 -0.053
Cl 5.1491 -6.5888 1.3106 0.002 -0.006 0.032
H 4.7976 -5.0241 3.0261 0.032 0.056 -0.049
H 3.4012 -6.1040 2.8015 -0.050 -0.015 -0.066
C 5.3417 1.0586 9.6500 0.082 -0.022 -0.015
Cl 5.0436 2.4258 10.7258 -0.043 -0.030 0.024
Cl 3.8356 0.3723 9.0094 -0.019 -0.018 -0.031
H 5.9498 1.3982 8.8176 -0.046 0.054 -0.021
H 5.8684 0.2945 10.2079 -0.210 0.047 -0.053
C -9.8640 -4.8218 1.2534 -0.140 -0.106 0.049
Cl -8.3995 -3.8403 1.0420 0.085 0.062 -0.085
Cl -10.1970 -5.1349 2.9539 -0.005 -0.004 -0.037
H -10.7004 -4.2839 0.8251 0.026 0.084 0.024
H -9.7198 -5.7671 0.7447 0.084 -0.011 0.020
C 9.2304 1.2191 10.7089 0.002 0.105 -0.003
Cl 9.2304 1.7860 9.0356 0.007 0.017 0.004
Cl 8.2043 -0.2093 10.9101 0.221 -0.130 0.161
H 10.2428 0.9586 10.9908 0.010 -0.073 -0.059
H 8.8490 2.0098 11.3437 -0.081 0.004 -0.034
C 3.2415 3.4901 7.2095 0.077 -0.110 0.081
Cl 1.7482 3.0755 6.3634 0.033 0.158 0.047
Cl 3.4178 5.2386 7.4138 0.023 0.052 0.008
H 3.2272 3.0269 8.1881 -0.082 0.068 0.048
H 4.0822 3.1270 6.6309 -0.001 0.045 -0.075
C 6.6022 6.3182 8.8437 -0.081 0.065 0.005
Cl 8.1163 7.2262 8.8194 -0.021 0.020 0.011
Cl 6.8570 4.6044 8.4925 0.061 -0.057 -0.048
H 6.1593 6.4054 9.8284 0.051 -0.042 0.040
H 5.9378 6.7274 8.0928 0.044 -0.024 -0.068
C -4.8897 -12.2388 0.4653 -0.048 -0.019 0.004
Cl -3.4018 -11.2890 0.3451 -0.049 0.080 0.012
Cl -4.6358 -13.9131 -0.0351 -0.057 -0.007 0.009
H -5.2262 -12.2302 1.4946 0.087 -0.034 0.043
H -5.6387 -11.7927 -0.1772 0.064 0.008 -0.073
C -1.8632 -7.4701 -4.3661 0.139 0.015 -0.028
Cl -3.4906 -7.7095 -3.7047 -0.028 -0.103 -0.155
Cl -0.7881 -8.8021 -3.9524 0.006 0.032 -0.011
H -1.9390 -7.4023 -5.4442 -0.061 -0.069 -0.012
H -1.4579 -6.5533 -3.9548 -0.027 -0.012 0.080
C 1.4592 8.2831 6.8408 0.000 0.000 0.024
Cl 1.9746 8.8607 5.2510 0.001 -0.047 -0.026
Cl 1.2524 9.6102 7.9895 -0.013 -0.030 0.025
H 0.5135 7.7669 6.7323 -0.037 0.046 -0.025
H 2.2144 7.6088 7.2221 0.007 0.069 -0.004
C 5.1900 5.9846 -8.5031 0.041 -0.003 0.007
Cl 4.8574 7.2554 -7.3198 0.036 0.007 0.003
Cl 3.7044 5.2177 -9.0815 0.014 -0.043 -0.034
H 5.7048 6.4235 -9.3486 -0.062 0.049 -0.026
H 5.8039 5.2270 -8.0342 -0.034 -0.019 0.029
```
Positions in Å, forces in eV/Å.

Output
Lowest unoccupied orbital energy   -0.12011 hartree
Net charge   +1
HOMO   -0.43582 Ha
Maximum force   2.51 eV Å⁻¹
Gap between HOMO and LUMO   8.59 eV
Molecular weight   1960.65 g mol⁻¹
Electronic energy   -572498.057 eV

Here are the Mulliken charges for atoms 1 to 99, given in e: C -1.000; C 0.210; B 0.213; O -0.334; S 0.147; C -0.566; C -0.558; O -0.129; C 0.547; C -0.831; O -0.532; H 0.453; H 0.049; H 0.377; H 0.263; H -0.119; H 0.209; H -0.038; H 0.475; H 0.485; H 0.283; H 0.394; H 0.196; H 0.370; H 0.272; C -0.177; Cl -0.144; Cl -0.181; H 0.231; H 0.274; C -0.311; Cl -0.147; Cl -0.092; H 0.205; H 0.391; C -0.175; Cl -0.072; Cl -0.067; H 0.076; H 0.334; C 0.102; Cl -0.166; Cl -0.157; H 0.043; H 0.159; C 0.046; Cl -0.107; Cl -0.110; H 0.317; H -0.133; C -0.245; Cl -0.170; Cl -0.147; H 0.177; H 0.310; C 0.446; Cl -0.189; Cl -0.175; H -0.381; H 0.346; C 0.032; Cl -0.116; Cl -0.161; H 0.317; H -0.054; C 0.360; Cl -0.127; Cl -0.137; H -0.420; H 0.345; C -0.135; Cl -0.138; Cl -0.125; H 0.345; H 0.042; C -0.009; Cl -0.137; Cl -0.113; H -0.085; H 0.337; C -0.244; Cl -0.135; Cl -0.149; H 0.230; H 0.297; C 0.102; Cl -0.134; Cl -0.151; H 0.023; H 0.153; C -0.163; Cl -0.108; Cl -0.139; H 0.297; H 0.119; C -0.259; Cl -0.132; Cl -0.162; H 0.330